Entry from OMol25: a cluster of 15 separate species, C44H125N7O15 in total in a non-equilibrium geometry (ωB97M-V/def2-TZVPD).

The geometry in XYZ format:
```
191
Properties=species:S:1:pos:R:3:forces:R:3
H -5.631 -0.940 -4.735 0.41 -0.15 -0.36
H 1.768 -4.463 -0.234 -0.09 0.20 0.77
O -5.327 -2.582 1.732 0.44 0.55 0.47
O -2.638 3.319 2.614 0.72 -0.61 0.01
H 1.116 -4.899 3.423 0.19 0.23 0.20
H -1.592 0.978 7.170 -0.23 0.01 -0.28
C -1.428 -6.479 4.039 0.04 -0.05 0.35
C 0.239 -1.218 -4.217 -0.50 0.47 -0.39
C -2.813 2.735 -7.998 0.86 0.95 0.60
H -4.111 1.792 5.261 0.27 -0.04 0.05
H 4.801 -4.836 3.652 -0.47 0.22 0.03
N 6.452 -3.022 2.756 0.25 -0.68 0.20
C -0.505 -7.519 0.148 0.49 -0.41 0.49
H -0.289 5.268 -4.375 0.01 0.25 -0.05
H 6.928 -2.163 2.532 -0.09 0.18 -0.06
H 1.090 4.213 2.637 -0.08 0.18 -0.22
H -3.561 1.980 -8.029 -0.66 -0.56 -0.24
H 1.475 3.623 1.045 -0.07 -0.02 -0.40
N 2.489 1.654 -5.643 -0.61 -0.21 -0.16
H -4.106 -0.952 1.371 -0.01 -0.02 0.02
C -4.320 -1.138 3.518 -0.93 -0.67 -1.27
C 4.205 -0.184 -1.815 -0.70 0.52 0.86
H 3.111 1.633 -1.267 0.01 0.05 -0.23
C 0.755 -6.566 -1.548 1.85 -0.07 1.67
H 3.103 -5.107 -1.194 -0.12 0.46 0.18
H 1.813 4.876 -2.447 -0.07 0.24 -0.33
O 5.402 0.534 -1.998 -0.15 1.02 0.38
H 0.826 -2.166 5.610 -0.42 -0.41 0.13
C 3.290 3.131 -3.841 -0.53 0.67 -0.17
C -4.143 3.515 -1.184 -0.91 0.66 0.61
C -4.208 -1.773 2.095 0.93 0.25 0.18
H 2.709 3.899 -1.334 0.01 -0.44 -0.13
C 4.647 -1.884 1.750 -1.26 -0.49 -0.02
H -2.834 4.905 -0.386 -0.10 -0.12 0.34
H 3.390 -1.936 5.809 -0.16 -0.04 -0.07
C 3.287 0.635 -0.881 0.50 -0.63 -0.10
O 0.214 -0.084 7.186 -0.66 0.43 0.56
C -5.603 4.051 -4.508 -0.55 -0.14 1.24
C 2.175 -4.512 -1.223 0.72 -0.54 0.10
H 1.688 -0.095 -3.144 -0.13 0.01 0.20
C 0.493 -0.047 5.812 -0.24 -0.60 0.60
H 2.374 -3.503 -1.587 0.02 -0.16 -0.10
H -5.581 3.324 -5.314 0.49 0.02 -0.01
H -4.721 2.009 0.262 0.04 0.05 0.17
H 5.619 2.638 -5.236 -0.34 -0.21 -0.16
H 0.852 -2.971 -3.737 0.14 0.01 -0.32
H -4.552 3.056 3.234 0.02 0.06 -0.16
H -1.222 -7.855 -0.600 -0.25 -0.07 0.00
H -2.774 3.312 -8.932 -0.10 -0.01 0.13
H -6.032 -1.937 1.784 -0.79 -0.23 -0.16
H 3.922 1.160 -4.122 -0.01 -0.38 0.02
H -0.526 0.756 3.119 -0.07 -0.16 0.06
H 2.338 -1.737 3.786 -0.12 0.04 -0.37
C -3.998 0.100 -4.666 -0.11 -0.56 1.12
O -2.193 -8.739 3.494 -1.17 0.43 -0.01
C -5.200 2.639 -0.490 0.42 -0.24 -0.47
H 3.647 -0.327 -2.735 0.17 -0.10 -0.43
C -0.726 1.679 -0.007 0.66 -0.34 -0.88
O 2.951 -4.009 3.085 -1.12 -0.27 0.60
C -4.797 4.336 -2.291 0.33 0.09 0.22
H 0.657 -0.502 0.861 -0.10 -0.13 -0.09
H 4.404 1.008 2.903 0.20 0.39 0.05
H -2.495 -7.762 5.355 -0.15 -0.47 -0.03
H -4.483 1.060 -4.839 0.00 0.15 0.03
H 0.381 1.722 -0.090 -0.48 0.25 -0.08
O 2.395 1.220 2.563 0.35 0.84 -0.43
H 2.893 6.715 0.006 0.36 0.44 -0.22
H -2.334 1.838 4.958 -0.05 -0.09 0.03
H -0.811 -1.109 0.034 0.06 0.16 -0.28
C 4.308 -4.211 2.874 1.39 0.24 0.03
H -4.972 4.930 -4.683 -0.28 -0.05 -0.50
H 2.113 -5.636 2.205 0.08 -0.66 0.17
H -4.069 5.080 -2.708 -0.50 -0.11 0.50
H -1.144 2.675 0.160 0.11 -0.14 0.11
H 0.784 -1.317 3.510 0.35 0.21 -0.13
C 1.212 -5.258 -2.096 -0.49 1.01 -2.07
H 3.175 5.416 1.816 0.02 -0.37 -0.37
H 1.066 0.859 5.601 -0.20 0.19 -0.43
C -1.093 3.817 -5.529 1.11 -1.55 0.25
C 4.999 -2.837 2.895 1.09 0.60 0.08
H -1.857 2.268 -7.824 0.55 -0.43 -0.31
H -2.132 3.929 -3.682 0.00 0.36 0.50
H 1.571 1.548 -5.230 0.25 -0.11 0.42
H -0.656 -6.492 3.298 0.50 -0.36 -0.66
O -5.121 3.439 -3.297 -0.74 -0.59 -1.62
H 4.898 1.533 -6.430 -0.14 0.22 0.02
H 0.097 0.558 -2.829 -0.32 -0.03 -0.32
H -3.232 3.320 5.276 0.06 0.40 0.11
C 1.359 -1.244 5.429 -0.45 0.99 0.25
C 2.621 -1.275 6.215 0.62 0.15 1.35
H 4.924 -2.301 0.780 0.18 -0.08 0.11
H 2.503 -5.865 3.999 0.05 0.04 -0.35
H -2.274 -5.972 3.581 -0.28 0.06 0.15
O 2.177 6.093 0.087 -0.24 -0.37 0.82
H 2.370 -1.598 7.226 0.15 -0.25 0.02
H 1.842 6.432 2.172 -0.10 0.22 -0.56
H 4.569 -4.720 1.939 -0.40 0.07 -0.28
H 4.550 2.672 4.714 -0.02 0.23 0.16
H 4.293 3.236 -6.254 0.29 -0.30 -0.32
H -4.622 -0.197 -2.549 -0.31 0.22 -0.19
H -0.566 3.021 -6.076 -0.44 0.02 -0.38
C -0.408 -2.867 1.672 0.19 0.01 0.02
H -0.457 -0.112 5.246 0.27 0.35 -0.07
H -1.007 -5.855 4.832 -0.35 -0.02 0.22
H -5.247 -0.532 3.517 0.43 -0.09 0.17
H -2.136 0.591 1.156 -0.23 0.15 0.25
H -3.483 -0.504 3.763 0.32 0.17 -0.04
H -3.745 1.585 2.736 0.14 -0.03 0.43
H 1.725 -5.387 -3.072 -0.22 -0.52 0.45
N 1.627 -1.049 4.031 0.15 -0.75 -1.14
C 1.910 3.856 -2.086 -0.70 -0.10 0.16
H 3.819 2.607 2.284 0.39 0.00 -0.21
C 3.642 1.794 2.980 -1.27 -0.50 0.61
N -3.736 4.490 -0.169 0.26 -0.31 -0.38
C -3.284 2.352 4.805 -0.40 -0.53 -1.29
H 0.659 -3.019 1.464 0.01 0.07 -0.10
H -5.672 1.965 -1.202 -0.18 0.08 -0.06
H -6.680 4.322 -4.396 0.69 0.23 0.08
H -3.071 0.067 -5.216 0.37 0.13 -0.18
H -0.391 -4.099 -1.575 0.38 0.21 0.20
O -4.781 -0.968 -5.209 -0.50 0.29 0.49
C 4.673 2.349 -5.735 1.38 0.88 0.30
H 4.404 -1.169 -1.398 0.00 -0.21 0.18
H 0.247 -8.308 0.297 -0.28 -0.20 0.06
C 3.551 2.372 4.401 0.08 -0.13 -0.22
O 2.086 2.915 -3.118 0.42 -0.30 -0.27
H 0.375 1.698 2.160 0.21 0.07 0.22
N -0.578 1.396 2.337 -0.36 0.12 0.02
H -3.201 -1.062 -2.983 0.18 -0.02 -0.22
H 2.733 0.802 -6.133 -0.34 0.01 -0.10
O 1.091 -2.335 -4.446 -0.30 -0.01 0.92
H -0.111 1.968 7.326 -0.25 -0.18 0.37
O -0.704 -1.538 1.997 -0.43 0.66 1.03
H 2.860 3.213 4.450 0.16 0.24 -0.25
H 0.960 3.553 -1.640 0.17 0.30 0.36
H -2.654 5.253 -5.840 0.09 -0.38 -0.42
H 0.228 4.931 1.260 -0.36 -0.41 -0.17
H 3.157 1.683 5.148 0.21 -0.42 -0.21
H 6.070 0.052 -2.463 0.31 -0.66 -0.44
C -0.605 1.025 7.619 0.95 -0.73 -0.94
C -3.717 -0.116 -3.151 -0.16 -0.34 -0.56
H -5.694 4.838 -1.849 0.59 -0.05 -0.44
C 2.167 5.656 1.457 -0.05 0.01 0.47
H -3.307 -2.394 1.945 -0.39 0.20 0.43
C 3.600 1.975 -4.765 -0.43 -0.03 0.30
C 0.640 -0.369 -2.998 0.51 -0.68 -0.51
N 0.024 4.673 -5.138 0.02 0.47 0.26
H -4.438 -1.909 4.269 0.06 -0.19 0.20
H -0.684 -4.860 -2.901 0.79 0.00 -0.18
H -1.004 -3.164 0.813 -0.05 -0.31 -0.26
H 2.165 0.490 3.158 -0.05 -0.48 0.41
H 3.169 4.057 -4.428 0.11 -0.06 0.01
H 2.337 0.119 -0.820 -0.34 -0.05 -0.03
H -3.121 0.674 -2.710 0.17 0.32 -0.09
H 6.959 -3.449 3.529 -0.53 0.06 -0.01
H 1.672 -7.129 -1.327 -0.06 -0.56 -0.54
H -0.675 -3.466 2.532 -0.13 -0.21 0.14
H 0.715 4.063 -4.690 -0.09 0.22 -0.28
H 0.552 -0.980 -2.100 0.08 -0.04 0.19
H 3.560 -1.745 1.720 0.06 0.17 -0.03
O -3.109 3.527 -6.866 -0.42 0.77 0.47
H -1.665 4.955 -7.292 0.30 0.16 -0.17
H 0.103 -7.111 -2.193 -0.54 -0.38 -0.71
H 4.746 -2.339 3.855 -0.09 -0.23 -0.31
C -1.698 3.147 -4.293 -1.18 0.28 -0.51
H 5.100 -0.897 1.852 0.11 -0.11 0.14
H -0.865 -8.333 4.925 0.14 -0.21 0.34
H 3.644 0.724 0.142 0.32 -0.07 0.02
H -0.995 -7.325 1.108 0.04 0.02 -0.29
H -3.078 -8.412 3.232 0.66 -0.45 -0.02
H 4.086 3.286 -3.113 0.41 -0.09 -0.06
H -2.568 2.523 -4.534 0.34 -0.16 -0.08
H -0.973 2.597 -3.701 0.20 -0.08 -0.07
N 0.092 -4.372 -2.430 -1.41 0.32 0.11
H -1.829 2.728 2.551 -0.43 0.64 0.00
H -0.817 -1.536 -4.181 0.21 -0.03 0.27
C 2.142 -5.197 3.205 0.48 0.83 -0.60
H -1.107 1.301 -0.960 0.01 0.05 -0.01
H 0.303 -0.628 -5.130 0.09 0.24 -0.05
H -3.732 4.031 0.733 0.62 0.28 0.16
C 1.175 4.515 1.583 0.52 0.29 0.70
C -0.437 -0.643 0.954 0.75 0.22 -1.24
C -2.122 4.477 -6.433 -0.53 -0.34 0.41
C -3.593 2.531 3.283 -0.33 0.23 0.80
H -3.349 2.884 -1.630 -0.12 0.26 0.28
O 0.166 -6.368 -0.280 -0.73 0.85 -0.12
H -0.720 0.894 8.676 0.11 0.28 0.58
C -1.056 0.741 1.115 -0.25 -0.53 1.07
H -5.947 3.275 -0.001 0.10 -0.10 -0.14
H 3.056 -0.287 6.385 0.04 0.09 -0.43
C -1.773 -7.888 4.544 0.61 1.11 -0.35
```
Positions in Å, forces in eV/Å.

## Properties
Gap between HOMO and LUMO: 9.17 eV
Energy relative to the best compared isomer or geometry (same formula, charge and spin): 23.1 kJ/mol
Highest occupied orbital energy: -8.83 eV

These are the Löwdin partial charges, in e, on atoms 1 to 6:
1. H 0.087
2. H 0.050
3. O -0.075
4. O -0.134
5. H 0.056
6. H 0.070



Entry from OMol25: a cluster of 8 separate species, C30H75NO8 in total in a non-equilibrium geometry (ωB97M-V/def2-TZVPD).

The geometry in XYZ format:
```
114
Properties=species:S:1:pos:R:3:forces:R:3
H -6.446 -6.286 8.812 0.07 -0.07 0.13
C -9.749 -6.237 12.786 -0.51 -0.48 0.17
H -15.239 -5.561 9.232 0.09 0.41 0.18
H -8.321 -1.696 5.038 0.33 -0.16 0.37
H -10.170 -4.583 11.279 -0.88 0.33 -0.33
O -7.869 -3.719 8.928 1.67 -0.28 5.43
C -5.802 -1.526 12.806 1.54 1.02 0.07
O -9.144 -5.522 14.926 2.42 -1.22 3.95
H -13.986 -4.802 5.846 -0.05 0.20 -0.09
H -10.900 -0.427 14.848 0.13 -0.34 0.02
C -8.214 -7.191 7.775 1.26 1.79 0.50
C -9.340 -6.582 7.014 1.12 -0.73 -1.51
C -10.091 -5.385 14.023 -1.70 1.23 -4.88
C -10.351 -0.949 14.065 0.70 -2.24 -0.27
O -9.904 -0.529 9.290 -0.76 3.17 -0.75
H -9.059 -1.955 11.225 -1.55 -1.96 -2.18
H -8.712 -1.597 9.633 1.04 -2.01 0.84
H -7.524 -5.099 8.069 0.13 -2.59 0.29
H -10.449 1.148 7.349 -0.31 -0.72 0.20
C -13.160 -4.620 6.532 -0.45 -0.27 0.43
H -8.740 1.270 7.478 0.08 0.34 -0.41
H -4.977 0.408 12.500 0.09 0.27 0.18
H -7.131 -4.114 7.610 1.92 1.88 -2.98
H -7.845 -3.651 12.278 -0.25 0.62 -0.11
H -8.508 -3.285 8.358 0.59 0.25 1.06
C -9.121 -0.242 13.618 -0.75 0.88 -1.93
H -8.959 -0.635 11.334 -0.49 1.75 1.29
H -6.758 -2.731 11.180 -0.08 -1.09 -0.11
H -10.547 -6.227 12.044 0.22 -0.36 0.37
O -13.069 -3.072 8.993 0.68 0.58 -0.80
H -13.559 -7.198 7.194 -0.15 0.18 -0.17
C -9.172 -2.384 10.230 0.81 -1.49 1.53
C -9.534 0.575 7.203 1.50 -0.03 0.00
H -6.487 -1.080 13.526 0.26 -0.53 0.39
H -11.512 -6.739 10.304 0.06 -0.10 0.18
C -8.203 -3.798 5.745 1.73 1.80 0.16
H -9.498 -4.512 6.911 1.86 0.88 -1.92
H -10.357 -4.708 7.407 -4.79 1.09 2.30
C -4.586 -0.586 12.717 0.53 -0.55 1.04
H -7.049 -2.663 4.250 0.29 -0.02 0.58
C -11.083 -6.287 9.410 -1.49 1.32 -0.12
H -7.457 -0.543 12.215 -1.33 0.73 -0.02
H -10.234 -2.435 9.989 0.98 -0.28 -0.06
H -11.555 -8.018 8.212 0.02 -0.34 0.50
H -11.160 -6.710 7.298 -2.20 0.78 0.87
H -8.650 -2.860 3.823 -0.48 -0.21 -0.05
H -7.805 -2.632 7.630 0.80 1.23 -2.90
H -9.430 0.260 6.164 0.01 0.56 -0.21
H -11.101 -5.668 14.318 0.24 -0.50 0.77
C -3.601 -0.973 11.609 -0.88 -0.29 0.35
O -9.575 1.074 13.338 0.92 1.29 -0.25
H -10.099 -7.352 6.876 1.30 0.00 -0.79
H -6.435 -6.205 7.056 0.10 0.52 -0.07
N -12.746 -4.438 8.942 -0.47 -0.89 2.75
H -8.279 -5.497 14.511 0.02 0.01 -0.03
H -9.546 1.600 14.141 -0.04 0.05 0.05
H -9.217 -3.419 13.576 0.11 -0.24 0.73
H -9.368 -4.246 8.651 -2.11 -0.76 -0.04
H -10.793 -3.470 12.960 -0.16 -0.70 0.12
C -10.188 -3.873 13.772 -1.21 -0.40 -0.36
C -10.400 -4.120 8.324 -3.81 -3.16 4.56
C -13.167 -6.671 8.064 -0.23 0.53 0.24
H -13.546 -2.891 9.806 -0.12 -0.43 0.25
C -8.037 -2.696 4.710 -0.67 -0.57 -2.10
H -9.792 -5.760 7.569 1.07 -2.36 0.18
H -9.059 -6.115 6.070 0.21 -0.82 -0.20
H -9.578 -7.258 13.127 -0.14 -0.16 0.02
C -7.062 -6.078 7.938 -1.03 -3.28 -0.31
H -8.342 -0.284 14.379 0.03 0.25 0.30
H -8.163 -0.801 8.069 -0.14 -0.11 0.70
H -12.925 -3.557 6.597 -0.30 0.06 -0.12
H -9.685 -2.081 6.248 0.07 1.03 0.94
H -10.025 -6.524 9.300 -0.94 0.95 1.18
H -10.999 -1.973 7.349 -0.35 1.11 -0.03
H -6.522 -2.737 6.511 0.52 -0.48 0.07
H -8.183 -7.793 9.656 0.23 -0.11 0.03
C -9.911 -1.929 7.304 2.19 3.90 0.01
O -9.513 -3.930 6.147 0.06 -1.28 -3.12
O -8.829 -7.470 9.024 1.73 -1.48 0.34
C -7.358 -3.314 6.906 1.76 0.75 -1.77
H -10.668 -3.065 8.289 -2.26 -3.41 0.89
H -9.696 -2.802 7.921 1.99 3.14 -2.44
H -11.231 -3.214 11.236 -0.41 -0.04 -0.97
H -6.797 -4.556 11.450 0.76 0.01 -0.81
H -7.914 -8.130 7.309 0.49 0.06 -0.04
H -9.963 -1.946 14.276 -0.43 0.73 1.50
H -13.698 -7.074 8.927 -0.08 -0.04 0.18
H -10.985 -1.289 13.246 -0.41 1.06 -0.34
C -13.517 -5.158 7.964 0.41 -1.52 -1.59
H -4.501 -0.779 14.709 -0.09 0.03 0.04
C -11.710 -6.939 8.211 -0.79 -0.55 -0.72
C -11.362 -4.739 9.407 0.69 -0.31 -1.46
H -11.836 -4.828 11.425 -0.39 0.10 0.23
C -8.379 -3.686 10.220 -1.66 0.80 0.59
C -8.509 -0.812 12.311 0.29 1.36 1.90
H -8.511 -1.897 12.417 0.51 0.53 1.00
H -5.535 -2.555 13.048 0.08 0.06 0.05
H -15.353 -4.105 8.140 -0.24 0.21 0.61
H -2.703 -0.355 11.617 0.01 -0.28 0.09
H -9.093 -4.502 10.329 1.24 -0.20 0.01
H -15.722 -5.647 7.576 0.72 -0.49 -0.51
H -7.838 -4.788 5.471 0.44 0.11 -0.78
C -11.116 -4.232 10.865 -1.62 -1.43 0.33
H -3.425 -2.047 11.667 0.64 0.04 0.26
C -7.358 -3.633 11.303 0.27 -1.11 0.11
H -4.099 -0.873 10.644 -0.06 0.39 -0.09
C -15.030 -5.140 8.248 -0.10 1.40 -0.02
H -12.282 -5.094 6.094 0.09 -0.18 0.21
H -10.839 -0.661 9.118 -0.21 0.25 -0.09
H -10.727 -3.532 14.656 0.75 0.39 0.22
O -3.865 -0.546 14.029 -0.58 -0.04 -1.76
C -9.247 -0.697 8.032 -3.95 1.01 -2.79
H -8.834 -5.953 12.266 0.21 0.40 0.10
H -6.340 -1.476 11.859 1.07 -0.11 0.49
```
Positions in Å, forces in eV/Å.

## Properties
Gap between HOMO and LUMO: 8.20 eV
SMILES: CC1(C)CCCC(C)(C)N1O.CC(C)O.CC(C)O.CC(C)O.CC(C)O.CC(C)O.CC(C)O.CC(C)O
Energy relative to the best compared isomer or geometry (same formula, charge and spin): 2189.7 kJ/mol
Highest occupied orbital energy: -7.79 eV

These are the Löwdin partial charges, in e, on atoms 1 to 6:
1. H 0.088
2. C -0.037
3. H 0.081
4. H 0.071
5. H 0.031
6. O -0.238



| no. | M (g mol⁻¹) |
| --- | --- |
| 1 | 992.5 |
| 2 | 577.9 |